Formula: C29H37N4O2
Source: OMol25
Level of theory: ωB97M-V with the def2-TZVPD basis set

Each line ends with the Mulliken charge.
Positions of all 72 atoms, in Å:
C: 0.832 -2.855 2.748  -0.80
N: 2.209 -2.866 2.301  0.26
C: 2.871 -4.151 2.578  -0.15
C: 4.295 -4.044 3.097  -0.66
O: 4.949 -2.869 2.629  -0.40
C: 4.297 -1.693 3.095  -0.61
C: 2.875 -1.582 2.572  -0.31
H: 0.630 -2.007 3.419  0.36
H: 0.175 -2.741 1.878  0.09
H: 0.564 -3.799 3.237  0.31
H: 2.266 -4.704 3.311  0.32
H: 2.889 -4.750 1.652  0.03
H: 4.266 -4.073 4.207  0.33
H: 4.907 -4.871 2.710  0.33
H: 4.263 -1.666 4.204  0.32
H: 4.911 -0.869 2.709  0.31
H: 2.904 -0.991 1.641  0.07
H: 2.267 -1.027 3.300  0.33
C: -4.147 2.588 -2.179  -0.96
N: -2.818 2.047 -2.018  0.29
C: -1.713 2.837 -2.163  0.39
O: -1.725 4.038 -2.437  -0.68
C: -0.493 1.946 -1.929  0.10
C: 0.481 2.506 -0.881  -0.37
C: 1.052 3.819 -1.280  0.49
C: 1.853 4.110 -2.371  -0.69
N: 2.081 5.472 -2.415  -0.03
C: 1.443 6.085 -1.343  -0.56
C: 1.330 7.429 -1.007  -0.77
C: 0.546 7.758 0.110  -0.50
C: -0.103 6.756 0.857  -0.82
C: 0.004 5.404 0.507  -0.39
C: 0.786 5.063 -0.597  0.95
N: -1.088 0.676 -1.517  0.59
C: -0.314 -0.371 -1.166  0.30
C: -0.800 -1.613 -0.775  0.65
C: -0.028 -2.686 -0.308  -1.23
C: -0.602 -4.003 -0.136  0.84
C: 0.232 -5.140 0.042  -0.03
C: -0.306 -6.402 0.278  -0.79
C: -1.699 -6.580 0.326  -0.37
C: -2.545 -5.483 0.125  -0.67
C: -2.013 -4.211 -0.086  -0.45
C: -2.567 0.673 -1.579  -0.03
C: -3.190 0.442 -0.192  -1.43
C: -3.127 -0.307 -2.625  -1.54
H: -4.063 3.636 -2.473  0.37
H: -4.697 2.037 -2.951  0.30
H: -4.711 2.523 -1.241  0.32
H: 0.036 1.828 -2.897  0.20
H: -0.051 2.624 0.077  0.25
H: 1.286 1.768 -0.734  0.37
H: 2.243 3.428 -3.123  0.40
H: 2.638 5.955 -3.116  0.21
H: 1.849 8.172 -1.612  0.37
H: 0.438 8.802 0.405  0.38
H: -0.702 7.043 1.724  0.38
H: -0.500 4.609 1.062  0.34
H: 0.767 -0.189 -1.196  0.56
H: -1.883 -1.736 -0.832  -0.61
H: 1.055 -2.555 -0.186  0.37
H: 1.318 -4.998 -0.026  0.38
H: 0.364 -7.256 0.410  0.40
H: -2.119 -7.575 0.481  0.40
H: -3.630 -5.615 0.124  0.40
H: -2.697 -3.366 -0.202  0.36
H: -2.866 1.246 0.487  0.36
H: -4.284 0.453 -0.287  0.47
H: -2.880 -0.519 0.227  0.36
H: -2.837 0.029 -3.631  0.39
H: -2.751 -1.321 -2.471  0.36
H: -4.222 -0.320 -2.549  0.47

Forces on the atoms, in the same order (eV/Å):
C -0.328 0.146 -0.351
N 0.049 -0.031 0.756
C -0.014 -0.112 -0.517
C 0.342 0.264 0.172
O -0.407 0.012 0.308
C 0.374 -0.300 0.180
C -0.019 -0.020 -0.607
H -0.050 -0.318 0.002
H -0.297 0.050 0.403
H -0.080 0.259 -0.047
H 0.262 -0.025 -0.183
H -0.075 0.132 0.203
H 0.320 0.156 -0.385
H -0.268 0.129 0.351
H 0.322 -0.137 -0.377
H -0.255 -0.108 0.362
H -0.139 -0.083 0.154
H 0.246 0.075 -0.166
C -0.473 -0.162 0.052
N 0.549 0.184 0.114
C -0.357 1.538 -0.308
O 0.199 -2.222 0.408
C 0.361 0.611 -0.464
C 0.110 -0.240 0.169
C 0.602 0.629 -0.540
C -0.644 0.050 0.837
N 0.140 0.071 -0.019
C -0.335 -0.736 0.087
C -0.189 0.239 0.435
C 0.428 -0.291 -0.537
C -0.039 -0.550 -0.024
C 0.087 0.545 0.088
C 0.314 0.296 -0.793
N 1.459 -2.028 0.310
C -0.619 1.946 -0.273
C -0.052 -1.637 0.854
C -0.831 1.210 -1.603
C -0.607 -0.964 0.540
C -0.020 0.539 -0.025
C -0.196 0.051 -0.101
C 0.399 0.287 -0.217
C 0.133 0.271 -0.067
C 0.445 -0.121 -0.018
C -0.773 0.289 -0.048
C 0.185 0.216 -0.016
C 0.212 0.131 -0.104
H 0.096 -0.217 0.061
H 0.070 0.131 0.070
H 0.076 0.095 -0.143
H -0.258 0.017 0.423
H 0.162 -0.167 -0.277
H -0.239 0.174 0.093
H -0.008 0.353 0.150
H -0.336 -0.327 0.424
H -0.231 0.010 0.275
H 0.042 -0.308 -0.102
H 0.177 -0.084 -0.289
H 0.028 0.408 0.015
H -0.429 -0.010 0.000
H 0.692 -0.210 -0.032
H -0.297 -0.157 0.031
H -0.453 -0.118 0.129
H -0.273 0.312 -0.046
H 0.133 0.312 0.015
H 0.403 0.028 0.080
H 0.206 -0.395 0.072
H -0.172 -0.282 -0.151
H 0.331 0.000 0.125
H -0.217 0.231 0.030
H -0.104 -0.158 0.269
H -0.196 0.141 -0.131
H 0.320 -0.018 -0.084

- largest force on an atom (eV Å⁻¹) = 2.52
- net charge = +1
- highest occupied orbital energy (eV) = -9.81
- HOMO-LUMO gap (eV) = 5.0
- LUMO energy (eV) = -4.80